Formula: C12H22BrN4
Source: the Open Molecules 2025 dataset
Level of theory: wB97M-V/def2-TZVPD

Properties
Energy (hartree): -3263.27644
Highest occupied orbital energy (eV): -9.74

Geometry as ORCA input:
```
! wB97M-V def2-TZVPD RIJCOSX def2/J DEFGRID3
* xyz 1 1
C -0.8816 6.8414 0.4906
C 0.1207 5.8737 1.0823
N -0.0524 4.5244 0.5229
C -1.1194 3.6721 0.7550
C -0.9058 2.5958 -0.0386
N 0.2739 2.7878 -0.6979
C 0.8137 3.9316 -0.2767
C 0.9230 1.7446 -1.4927
H -1.9086 6.4886 0.5989
H -0.7060 6.9987 -0.5728
H -0.8355 7.8032 0.9995
H 0.1162 5.8334 2.1700
H 1.1326 6.1693 0.8008
H -1.8363 3.9354 1.5105
H -1.5035 1.7152 -0.2098
H 1.7676 4.3146 -0.5938
H 0.3586 1.6367 -2.4192
H 0.9088 0.7778 -1.0033
H 1.9203 2.0965 -1.7449
C -1.8717 -4.0372 1.8744
C -1.3971 -3.1357 0.7582
N -0.2835 -3.6841 -0.0132
C 0.0042 -3.2468 -1.2861
C 1.1648 -3.8390 -1.6471
N 1.4954 -4.7208 -0.6363
C 0.5981 -4.5998 0.3422
C 2.6627 -5.5940 -0.5996
H -2.7691 -3.6223 2.3284
H -1.1422 -4.1486 2.6792
H -2.1336 -5.0260 1.4935
H -1.1112 -2.1467 1.1238
H -2.2183 -2.8771 0.0871
H -0.6703 -2.5339 -1.7262
H 1.8497 -3.6903 -2.4625
H 0.7308 -5.0556 1.3078
H 2.3942 -6.5859 -0.9601
H 3.0313 -5.6637 0.4196
H 3.4352 -5.2054 -1.2561
Br -2.3553 -0.3279 -1.7078
*
```